No. 1
ORCA calculation (wB97M-V/def2-TZVPD) on C3H5NO2 in the gas phase in a non-equilibrium geometry.

Geometry as ORCA input:
```
! wB97M-V def2-TZVPD RIJCOSX def2/J DEFGRID3
* xyz 0 1
C -0.850 2.320 -1.035
C -0.210 1.534 0.025
C 0.565 -1.725 0.725
H -0.233 3.064 -1.515
H -1.299 1.686 -1.839
H -1.758 2.860 -0.759
H 0.362 2.182 0.778
H 1.377 -2.133 1.363
N -0.087 0.295 -0.287
O 0.664 -0.389 0.706
O -0.023 -2.423 0.005
*
```

Its structure (SMILES) is C/C=N/OC=O. As for the orbital gap: 11.5 eV. The value obtained for the energy relative to the best compared isomer or geometry (same formula, charge and spin) is 285.2 kJ/mol.

***

No. 2
ORCA calculation (wB97M-V/def2-TZVPD) on 7 unconnected molecules or ions with the total composition C10H30O9 in a non-equilibrium geometry.

Geometry as ORCA input:
```
! wB97M-V def2-TZVPD RIJCOSX def2/J DEFGRID3
* xyz 0 1
C 1.320 0.703 -0.032
O 1.724 1.543 -1.084
H 2.196 0.248 0.427
H 0.714 1.270 0.687
H 0.688 -0.137 -0.358
H 0.930 2.013 -1.417
C 1.177 4.777 0.720
O 0.427 3.958 1.605
H 2.036 5.259 1.180
H 1.509 4.213 -0.155
H 0.517 5.538 0.287
H 0.780 4.012 2.494
C 0.966 -2.051 -2.619
O 2.126 -1.921 -1.803
H 0.606 -1.049 -2.854
H 1.247 -2.497 -3.576
H 0.143 -2.546 -2.100
H 2.442 -2.815 -1.627
C 5.374 -2.238 -1.198
O 4.723 -1.049 -0.841
H 6.360 -2.217 -0.737
H 4.892 -3.175 -0.879
H 5.501 -2.372 -2.280
H 3.856 -1.043 -1.276
C -2.503 1.926 1.385
O -1.998 2.956 0.541
H -1.803 1.096 1.512
H -2.729 2.352 2.369
H -3.454 1.589 0.976
H -1.304 3.437 1.021
C -1.340 1.319 -2.579
O -0.840 2.468 -1.927
H -1.286 0.426 -1.943
H -2.386 1.414 -2.886
H -0.730 1.152 -3.465
H -1.347 2.587 -1.088
C -1.405 -2.238 0.469
C -2.287 -2.891 1.488
C -1.975 -2.537 2.964
O -3.188 -1.997 3.474
C -4.142 -2.043 2.520
O -5.282 -1.772 2.724
O -3.619 -2.362 1.330
H -0.337 -2.394 0.648
H -1.545 -1.155 0.482
H -1.582 -2.586 -0.548
H -2.322 -3.976 1.391
H -1.191 -1.783 3.049
H -1.660 -3.411 3.529
*
```

Its structure (SMILES) is C[C@H]1COC(=O)O1.CO.CO.CO.CO.CO.CO. As for the orbital gap: 10.0 eV. The value obtained for the energy relative to the best compared isomer or geometry (same formula, charge and spin) is 0.0 kJ/mol.

***

No. 3
ORCA calculation (wB97M-V/def2-TZVPD) on a molecular structure, C5H6ClFI2 in a non-equilibrium geometry.

Geometry as ORCA input:
```
! wB97M-V def2-TZVPD RIJCOSX def2/J DEFGRID3
* xyz 0 1
C -0.958 0.956 0.859
C -1.115 -0.227 1.707
C 0.123 -0.145 0.749
C 0.090 -1.130 -0.259
C 1.057 0.506 -1.960
F 1.160 1.709 -1.335
Cl -0.111 0.739 -3.268
I 1.463 -2.674 -0.285
I 2.921 -0.350 -2.658
H -1.646 1.119 -0.040
H -0.552 1.755 1.400
H -0.748 0.023 2.694
H -1.906 -0.966 1.781
H 1.102 0.094 1.250
H -0.880 -1.409 -0.635
*
```

As for the orbital gap (spin up / spin down): 7.6 / 7.0 eV. The value obtained for the energy relative to the best compared isomer or geometry (same formula, charge and spin) is 0.0 kJ/mol.

***

No. 4
ORCA calculation (wB97M-V/def2-TZVPD) on C5H6N2S2 in the gas phase in a non-equilibrium geometry.

Geometry as ORCA input:
```
! wB97M-V def2-TZVPD RIJCOSX def2/J DEFGRID3
* xyz 0 3
C -0.474 -0.269 -1.425
C -1.112 0.965 -0.922
C 0.475 -0.798 -0.686
C -0.947 1.343 0.383
C 0.802 -0.178 0.685
N -0.378 0.562 2.535
N -0.259 0.541 1.247
S -1.402 3.028 0.984
S 0.048 3.255 2.416
H -0.889 -0.754 -2.311
H -1.593 1.679 -1.604
H 1.056 -1.665 -1.152
H 1.173 -0.822 1.557
H 1.474 0.628 0.509
H -1.152 1.015 2.879
*
```

Its expectation value of S² is 2.0427. As for the orbital gap (spin up / spin down): 7.3 / 6.4 eV. The value obtained for the energy relative to the best compared isomer or geometry (same formula, charge and spin) is 0.0 kJ/mol.

***

No. 5
ORCA calculation (wB97M-V/def2-TZVPD) on a molecular structure, C6H4Al2Cl2N2O3 in a non-equilibrium geometry.

Geometry as ORCA input:
```
! wB97M-V def2-TZVPD RIJCOSX def2/J DEFGRID3
* xyz 4 1
Al -1.056 -2.069 -1.854
Al 0.477 -0.720 0.242
Cl -1.509 -0.087 -0.820
Cl 1.206 -1.421 -1.930
C 2.150 -1.423 1.032
C -2.908 -2.615 -1.706
C -0.686 -3.788 -2.672
O 3.134 -1.836 1.469
O -4.022 -2.930 -1.601
O -0.450 -4.820 -3.155
N -0.540 1.677 1.515
C -0.261 2.961 1.711
C 0.974 3.214 1.140
C 1.425 2.030 0.587
N 0.516 1.061 0.820
H -1.385 1.168 1.804
H -0.906 3.642 2.241
H 1.505 4.142 1.126
H 2.335 1.814 0.053
*
```

As for the orbital gap: 4.5 eV.

***

No. 6
ORCA calculation (wB97M-V/def2-TZVPD) on 2 unconnected molecules or ions with the total composition C4H4FN3 in a non-equilibrium geometry.

Geometry as ORCA input:
```
! wB97M-V def2-TZVPD RIJCOSX def2/J DEFGRID3
* xyz 0 1
C -1.551 -0.196 -0.908
C -0.941 0.965 -0.301
C -1.233 -0.495 1.223
C 2.374 -0.016 -0.634
N -1.713 -1.075 0.064
N 2.299 -1.110 -0.833
N -0.496 0.702 0.883
F 2.841 1.044 -0.219
H -1.804 -0.211 -1.985
H -0.835 1.924 -0.888
H -2.399 -0.086 1.722
H -0.703 -1.147 2.050
*
```

Its structure (SMILES) is C1=NCN=C1.N#CF. As for the orbital gap: 9.9 eV. The value obtained for the energy relative to the best compared isomer or geometry (same formula, charge and spin) is 386.2 kJ/mol.

***

DFT total energy: -322.4657; -1076.0917; -1349.3953; -1099.8525; -1969.7513; -418.8084 (hartree)